Entry 1:
Computed, not measured: a structure of composition C18H21AuClN3O5Sb, with ωB97M-V/def2-TZVPD.

Last column: Mulliken charge in e.
Geometry (Å):
Au  -0.141  -0.494  -0.998  0.62
O  4.213  0.793  2.857  -0.52
C  3.232  0.275  3.594  0.46
O  3.429  -0.232  4.656  -0.53
C  1.836  0.375  3.036  -0.48
C  0.672  0.128  3.762  0.29
Cl  0.513  -0.453  5.330  -0.08
N  -0.393  0.306  2.945  0.04
N  0.036  0.651  1.714  0.36
C  1.365  0.690  1.763  0.35
C  2.064  1.024  0.485  0.57
O  3.180  1.471  0.460  -0.70
O  1.343  0.893  -0.633  -0.79
C  -1.808  0.145  3.186  0.25
C  -2.378  0.517  4.390  -0.51
C  -3.747  0.354  4.558  -0.80
C  -4.531  -0.168  3.539  -0.52
C  -3.942  -0.538  2.336  -0.59
C  -2.578  -0.382  2.157  -0.12
H  3.902  1.145  1.999  0.40
H  -1.786  0.954  5.180  0.49
H  -4.199  0.643  5.497  0.41
H  -5.596  -0.288  3.681  0.44
H  -4.538  -0.973  1.544  0.46
H  -2.111  -0.703  1.235  0.41
O  -3.576  -2.961  -1.473  -0.50
C  -2.568  -2.358  -1.463  0.73
N  -1.551  -1.743  -1.460  -0.58
C  -3.460  1.148  -1.973  -0.73
C  -2.184  1.959  -2.152  -0.85
Sb  -0.970  2.026  -0.406  0.96
C  -2.246  2.820  1.090  -0.35
C  -2.776  4.171  0.613  -1.32
C  0.372  3.622  -0.831  -0.60
C  1.207  3.444  -2.097  -1.21
H  -4.044  1.181  -2.894  0.43
H  -4.089  1.541  -1.172  0.26
H  -3.237  0.101  -1.764  -0.04
H  -2.359  3.023  -2.336  0.55
H  -1.559  1.561  -2.951  0.49
H  -1.648  2.883  1.997  0.47
H  -3.038  2.092  1.249  0.25
H  -1.986  4.909  0.476  0.38
H  -3.453  4.560  1.374  0.44
H  -3.346  4.093  -0.314  0.33
H  0.992  3.767  0.054  0.42
H  -0.327  4.457  -0.917  0.55
H  1.855  2.578  -2.040  0.27
H  1.839  4.324  -2.222  0.41
H  0.582  3.360  -2.988  0.33

## Properties
* Kohn-Sham gap: 6.619 eV
* charge: +1
* HOMO level: -12.8 eV
* maximum force: 0.7 eV/Å
* calculated total energy: -2074.82156 hartree
* energy above the lowest of the compared OMol25 structures with the same formula, charge and spin: 22.7 kcal per mole

=====

Entry 2:
Computed, not measured: a structure of composition C18H21BFN4O3Tl, with ωB97M-V/def2-TZVPD.

Last column: Mulliken charge in e.
Geometry (Å):
Tl  1.221  3.237  -4.969  0.75
F  -0.014  -2.548  -2.003  -0.39
C  0.425  -1.430  -1.366  0.58
C  1.109  -0.476  -2.054  -1.45
C  1.488  0.699  -1.399  0.61
C  2.075  1.787  -2.204  1.06
O  2.355  1.577  -3.393  -1.00
C  2.251  3.032  -1.508  0.11
C  1.999  3.081  -0.177  -0.26
N  1.530  2.053  0.576  0.29
C  1.199  2.274  1.959  -0.31
C  1.964  1.522  3.009  -0.41
C  2.189  2.994  2.816  -0.92
C  1.197  0.862  -0.043  0.50
C  0.510  -0.147  0.647  -0.43
C  0.102  -1.279  -0.014  -1.21
N  -0.784  -2.191  0.654  0.29
C  -2.149  -2.052  0.160  0.14
C  -3.097  -2.741  1.109  -1.10
N  -2.685  -4.192  1.208  -0.13
C  -1.252  -4.334  1.654  -0.86
C  -0.366  -3.578  0.684  -0.40
C  2.671  4.354  -2.147  0.31
O  3.248  5.158  -1.418  -0.71
O  2.336  4.528  -3.361  -0.71
H  1.313  -0.573  -3.112  0.45
H  2.180  4.011  0.344  0.63
H  0.145  2.461  2.136  0.45
H  2.739  0.855  2.657  0.24
H  1.426  1.186  3.884  0.30
H  3.118  3.299  2.355  0.34
H  1.799  3.682  3.552  0.25
H  0.217  -0.020  1.678  0.47
H  -2.268  -2.470  -0.854  0.33
H  -2.403  -0.995  0.077  0.02
H  -4.126  -2.712  0.757  0.41
H  -3.029  -2.331  2.115  0.37
H  -2.779  -4.610  0.279  0.41
H  -3.305  -4.702  1.835  0.35
H  -1.019  -5.397  1.686  0.42
H  -1.197  -3.907  2.654  0.36
H  -0.410  -4.062  -0.304  0.37
H  0.664  -3.643  1.035  0.42
B  -2.422  1.049  -1.523  -0.08
C  -1.460  1.779  -2.553  0.21
N  -0.761  2.310  -3.303  -0.52
H  -3.475  1.645  -1.466  -0.15
H  -1.878  1.048  -0.426  -0.22
H  -2.591  -0.094  -1.920  -0.17

## Properties
* Kohn-Sham gap: 6.160 eV
* HOMO level: -7.5 eV
* maximum force: 0.1 eV/Å
* calculated total energy: -1440.40577 hartree
* energy above the lowest of the compared OMol25 structures with the same formula, charge and spin: 0.0 kcal per mole

=====

Entry 3:
Computed, not measured: an isolated molecule of C18H21Cl2N3OS, with ωB97M-V/def2-TZVPD.

Last column: Mulliken charge in e.
Geometry (Å):
C  -2.410  -4.722  -0.840  -0.63
O  -3.043  -3.484  -0.639  -0.31
C  -2.623  -2.828  0.535  -0.55
C  -3.084  -1.376  0.450  -0.68
C  -2.265  -0.577  -0.570  -1.16
N  -1.012  -0.065  -0.042  0.27
C  0.178  -0.602  -0.425  0.23
S  0.259  -2.027  -1.263  -0.28
N  1.284  0.135  -0.124  0.37
C  2.617  -0.222  -0.155  1.13
C  3.546  0.821  -0.232  -1.00
C  4.897  0.541  -0.224  0.39
Cl  6.027  1.844  -0.327  -0.24
C  5.371  -0.758  -0.133  -0.73
C  4.437  -1.778  -0.038  0.13
Cl  4.993  -3.404  0.103  -0.23
C  3.076  -1.534  -0.041  -0.94
C  -1.160  1.066  0.876  -0.34
C  -0.353  0.912  2.171  -1.58
C  -0.903  2.397  0.194  0.19
C  -1.951  3.259  -0.110  -0.71
C  -1.670  4.460  -0.742  -0.47
C  -0.354  4.767  -1.050  -0.79
C  0.623  3.846  -0.711  -0.15
N  0.355  2.703  -0.107  -0.28
H  -2.814  -5.129  -1.764  0.24
H  -2.617  -5.414  -0.014  0.30
H  -1.326  -4.597  -0.939  0.21
H  -1.529  -2.873  0.627  0.28
H  -3.063  -3.318  1.419  0.42
H  -3.025  -0.921  1.440  0.42
H  -4.127  -1.380  0.131  0.41
H  -2.042  -1.230  -1.416  0.68
H  -2.849  0.276  -0.934  0.30
H  1.123  1.150  -0.047  0.28
H  3.204  1.842  -0.299  0.53
H  6.427  -0.968  -0.132  0.43
H  2.382  -2.353  0.036  0.50
H  -2.217  1.058  1.159  0.62
H  0.698  1.144  2.039  0.25
H  -0.443  -0.109  2.534  0.38
H  -0.758  1.586  2.922  0.48
H  -2.966  2.997  0.144  0.39
H  -2.467  5.146  -0.990  0.42
H  -0.094  5.690  -1.541  0.39
H  1.668  4.026  -0.929  0.39

## Properties
* Kohn-Sham gap: 8.175 eV
* SMILES: COCCCN(C(=S)Nc1cc(Cl)cc(Cl)c1)[C@@H](C)c1ccccn1
* HOMO level: -7.9 eV
* maximum force: 0.8 eV/Å
* calculated total energy: -2256.59352 hartree

=====

Entry 4:
Computed, not measured: a cluster of 2 separate species, C18H21ClN4O in total in a non-equilibrium geometry, with ωB97M-V/def2-TZVPD.

Last column: Mulliken charge in e.
Geometry (Å):
O  -1.671  -1.607  1.405  -0.70
C  -1.549  -0.442  1.027  0.37
N  -2.609  0.373  0.544  -0.03
C  -4.003  -0.167  0.280  0.03
N  -4.818  0.647  -0.331  -0.53
C  -6.154  0.455  -0.412  -0.47
C  -6.727  -0.850  -0.112  0.46
C  -5.846  -1.711  0.103  -0.79
C  -4.563  -1.414  0.432  0.25
H  -3.800  -2.231  0.910  0.20
H  -6.278  -2.525  0.397  0.46
Cl  -8.394  -0.941  -0.771  -0.20
H  -6.671  1.175  -0.966  0.42
H  -2.550  1.342  0.385  0.33
C  -0.468  0.420  1.056  -0.43
N  -0.561  1.536  0.399  -0.06
C  0.345  2.551  0.727  -1.05
C  1.741  2.563  0.288  -0.98
N  2.188  1.337  -0.139  0.73
C  1.300  0.817  -1.111  -0.78
C  -0.195  1.188  -1.178  -1.06
H  -0.473  2.157  -1.563  0.50
H  -0.810  0.494  -1.351  0.50
H  1.355  -0.268  -1.099  0.34
H  1.741  1.350  -2.411  0.26
C  3.586  0.980  -0.227  -2.22
C  3.763  -0.712  -0.211  0.89
C  4.443  -0.997  -1.289  -0.54
C  4.536  -2.563  -1.119  -0.43
C  4.201  -3.317  -0.088  -0.62
C  3.521  -2.545  0.840  -0.18
C  3.277  -1.313  0.740  0.22
H  2.831  -0.757  1.703  0.17
H  3.133  -3.365  1.706  0.10
H  4.293  -4.412  -0.138  0.37
H  5.170  -2.804  -2.014  0.23
H  4.781  -0.570  -2.271  0.34
H  3.914  1.425  -0.874  1.05
H  3.996  1.456  0.654  0.45
H  2.329  3.098  1.092  0.31
H  2.022  3.178  -0.521  0.57
H  -0.293  3.679  0.480  0.22
H  0.162  2.763  1.790  0.59
H  -0.515  0.667  2.240  0.30
H  0.321  -0.141  0.996  0.42

## Properties
* Kohn-Sham gap: 8.800 eV
* HOMO level: -8.2 eV
* maximum force: 18.1 eV/Å
* calculated total energy: -1452.43355 hartree
* energy above the lowest of the compared OMol25 structures with the same formula, charge and spin: 364.9 kcal per mole

=====

Entry 5:
Computed, not measured: an isolated molecule of C18H21N3O3S in a non-equilibrium geometry, with ωB97M-V/def2-TZVPD.

Last column: Mulliken charge in e.
Geometry (Å):
C  -1.436  4.561  -3.739  -1.01
N  -0.672  3.792  -2.707  0.03
C  0.605  4.411  -2.208  -0.60
C  1.142  3.648  -0.972  -0.59
O  1.171  2.231  -1.211  -0.25
C  -0.062  1.629  -1.675  0.78
C  0.139  0.120  -1.987  -1.79
N  0.226  -0.666  -0.752  0.18
C  1.301  -0.900  0.088  0.54
C  2.633  -0.503  -0.167  -0.73
C  3.636  -0.865  0.788  -0.77
C  3.277  -1.579  1.961  -0.74
C  1.944  -1.944  2.220  -0.56
C  0.954  -1.597  1.282  0.82
N  -0.427  -1.868  1.388  0.06
C  -1.055  -2.730  2.321  0.03
C  -0.891  -2.572  3.697  -0.11
C  -1.453  -3.496  4.578  -0.81
C  -2.304  -4.515  4.105  -0.28
C  -2.542  -4.667  2.734  -0.85
C  -1.860  -3.787  1.868  -0.08
S  -1.138  -1.367  -0.106  1.00
O  -1.484  -2.505  -0.949  -0.67
O  -2.202  -0.382  0.145  -0.65
C  -0.582  2.340  -2.940  -0.97
H  -1.545  5.586  -3.423  0.32
H  -0.905  4.554  -4.698  0.37
H  -2.393  4.111  -3.916  0.32
H  0.447  5.480  -1.945  0.42
H  1.362  4.391  -2.970  0.32
H  2.140  4.072  -0.644  0.34
H  0.424  3.874  -0.159  0.32
H  -0.795  1.702  -0.868  0.25
H  1.028  0.040  -2.588  0.56
H  -0.740  -0.181  -2.556  0.34
H  2.885  0.003  -1.081  0.40
H  4.661  -0.539  0.601  0.37
H  4.086  -1.840  2.653  0.35
H  1.749  -2.531  3.136  0.43
H  -0.352  -1.694  4.054  0.60
H  -1.351  -3.361  5.624  0.38
H  -2.832  -5.154  4.799  0.38
H  -3.212  -5.438  2.375  0.40
H  -2.109  -3.974  0.839  0.39
H  0.108  2.150  -3.771  0.28
H  -1.576  1.962  -3.226  0.46

## Properties
* Kohn-Sham gap: 8.747 eV
* SMILES: CN1CCO[C@H](CN2c3ccccc3N(c3ccccc3)S2(=O)=O)C1
* HOMO level: -7.9 eV
* maximum force: 2.5 eV/Å
* calculated total energy: -1486.61682 hartree
* energy above the lowest of the compared OMol25 structures with the same formula, charge and spin: 102.4 kcal per mole

=====

Number 2 is which compound?
C18H21BFN4O3Tl